ORCA calculation (the ωB97M-V functional and the def2-TZVPD basis) on an isolated ion of composition C5H6N and charge +1 at a distorted geometry.

```
12
Properties=species:S:1:pos:R:3:forces:R:3:mulliken_charge:R:1
C 1.870 -0.574 -0.097 1.785 0.343 -1.164 -0.15
C 0.181 1.299 -0.157 0.323 2.493 -1.103 -0.47
C -0.722 -0.941 -0.482 -0.688 -1.746 0.980 -0.40
C 0.513 -1.038 0.321 -1.591 -0.405 2.606 -0.04
C -0.678 0.278 0.276 -3.459 -0.405 2.007 0.05
N 1.343 0.515 0.017 2.000 -0.679 0.924 0.15
H 0.095 2.149 0.462 0.561 0.995 0.747 0.29
H 0.208 1.589 -1.156 -0.450 0.656 -1.900 0.27
H -0.565 -0.897 -1.501 0.221 0.130 -2.197 0.25
H -1.410 -1.773 -0.202 0.320 0.977 0.037 0.29
H 0.498 -1.244 1.381 0.000 -0.720 -0.043 0.41
H -1.332 0.639 1.138 0.977 -1.639 -0.896 0.33
```
Positions in Å, forces in eV/Å.

The gap between HOMO and LUMO is 9.2 eV. The total charge is +1. As for the energy relative to the best compared isomer or geometry (same formula, charge and spin): 151.13 kcal/mol. The total energy is -248.3749 Eh.

***

ORCA calculation (the ωB97M-V functional and the def2-TZVPD basis) on an isolated ion of composition C5H6N and charge +1 at a distorted geometry.

```
12
Properties=species:S:1:pos:R:3:forces:R:3:mulliken_charge:R:1
C 1.538 0.087 1.145 -2.046 -3.143 -2.242 -0.52
C 2.179 0.278 2.138 1.137 0.643 1.593 0.36
C 0.203 0.536 -0.686 -0.877 0.034 -1.153 -0.32
C 0.657 -0.682 0.169 1.487 2.388 0.994 0.73
C -1.293 0.601 -0.366 0.264 -3.298 0.045 -1.09
N 0.265 -1.825 0.006 0.951 -1.601 2.442 -0.22
H 0.606 0.322 -1.721 -0.782 0.235 0.912 0.35
H 0.566 1.493 -0.315 0.770 -0.340 -0.175 0.28
H -1.832 -0.402 -0.575 0.911 1.535 1.060 0.32
H -1.747 1.215 -1.025 -1.301 2.470 -2.386 0.38
H -1.411 1.087 0.590 -0.355 -0.582 0.574 0.35
H 0.270 -2.709 0.640 -0.160 1.658 -1.665 0.37
```
Positions in Å, forces in eV/Å.

The gap between HOMO and LUMO (spin up / spin down) is 8.1 / 7.0 eV. The total charge is +1. As for the energy relative to the best compared isomer or geometry (same formula, charge and spin): 220.51 kcal/mol. The total energy is -248.2643 Eh.